[1]
This record from OMol25 describes C50H43AgCl2N4O2P2SiTe as an isolated structure at a distorted geometry. The level of theory is ωB97M-V/def2-TZVPD.

Computed properties:
Lowest unoccupied orbital energy, eV: 3.43
HOMO level, eV: -0.779
Energy, Ha: -4608.26169
ΔE to the lowest compared entry with this formula, charge and spin, eV: 0.6960
F_max, eV/A: 1.51
Total charge: -2

XYZ file:
```
106
Properties=species:S:1:pos:R:3:forces:R:3
Ag -0.945170 -1.109631 -1.059745 -0.319 -0.776 -0.448
Te 2.900672 -1.765683 2.584806 -0.224 1.198 -0.248
C 3.734799 0.036395 3.397582 0.076 -0.318 0.081
C 3.134019 0.681894 4.472840 -0.020 -0.008 0.006
C 3.641228 1.900601 4.896919 0.027 0.034 -0.045
N 4.689554 2.502193 4.335731 0.034 0.115 0.034
C 5.262198 1.877029 3.307813 -0.038 0.042 0.026
C 4.831724 0.656603 2.809913 0.007 -0.009 -0.014
C 1.632547 -0.570397 1.315112 0.117 -1.488 0.234
P 1.864226 -0.999286 -0.448777 0.541 0.422 0.061
C 1.944483 0.636990 -1.296450 0.075 0.079 -0.056
C 1.629618 0.666059 -2.654429 0.017 0.040 0.082
C 1.755966 1.839047 -3.385248 0.041 0.029 -0.048
C 2.223942 2.993155 -2.769996 -0.032 0.055 -0.048
C 2.548952 2.971925 -1.418934 -0.081 0.048 0.057
C 2.399145 1.802463 -0.684986 -0.202 0.141 0.090
C 3.667567 -1.356190 -0.693676 0.017 -0.283 -0.073
C 4.010114 -2.712911 -0.713643 -0.034 0.110 -0.026
C 5.310224 -3.126895 -0.943112 0.029 -0.051 -0.012
C 6.308851 -2.186175 -1.161886 0.020 -0.041 -0.007
C 5.983196 -0.839192 -1.170621 0.069 0.041 0.005
C 4.674578 -0.426594 -0.948041 0.008 -0.125 0.121
P -0.149485 -0.950504 1.556899 0.234 0.802 0.294
C -0.904032 0.728130 1.703212 -0.057 0.098 0.108
C -0.200008 1.839891 2.163639 0.011 0.057 -0.134
C -0.852753 3.049990 2.356791 0.105 0.105 -0.115
C -2.201751 3.173733 2.044641 -0.063 0.079 -0.009
C -2.906660 2.073319 1.574697 -0.003 0.045 -0.018
C -2.265346 0.850767 1.422009 0.077 0.029 -0.020
C -0.376851 -1.370647 3.346130 -0.177 -0.354 0.008
C -0.345551 -2.729589 3.675603 -0.039 0.055 -0.052
C -0.567795 -3.164553 4.970130 0.003 -0.049 0.061
C -0.821667 -2.244928 5.979586 0.004 0.011 0.013
C -0.867747 -0.895188 5.669501 0.034 0.010 0.060
C -0.657945 -0.462753 4.365494 0.078 -0.053 -0.043
H 2.268136 0.247309 4.958468 -0.006 0.013 0.007
H 3.182875 2.435092 5.724572 -0.027 -0.064 0.012
H 6.106010 2.393773 2.858389 0.013 -0.069 -0.027
H 5.329813 0.202396 1.961497 0.003 0.011 -0.008
H 1.278690 -0.246063 -3.126145 -0.063 0.030 -0.014
H 1.490281 1.856486 -4.435958 0.002 -0.016 -0.001
H 2.337087 3.909233 -3.339667 -0.033 -0.010 0.002
H 2.916071 3.872988 -0.939448 0.022 0.002 0.017
H 2.639917 1.775023 0.374869 -0.039 -0.035 -0.003
H 3.225027 -3.443893 -0.551716 0.025 -0.039 -0.018
H 5.543786 -4.184974 -0.969376 0.004 0.005 0.051
H 7.330864 -2.504303 -1.332980 -0.006 0.008 -0.031
H 6.753800 -0.100010 -1.362566 -0.014 0.008 0.024
H 4.445729 0.629602 -0.964328 0.033 -0.003 -0.030
H 0.860386 1.734768 2.377849 -0.017 -0.037 -0.017
H -0.308523 3.904399 2.746242 0.019 0.008 -0.026
H -2.698219 4.131100 2.163715 -0.009 -0.023 0.013
H -3.954296 2.169471 1.313827 -0.006 -0.034 0.020
H -2.811363 -0.013192 1.055619 -0.045 -0.001 -0.073
H -0.149137 -3.451177 2.891340 -0.002 -0.011 0.028
H -0.557020 -4.224886 5.194472 0.049 0.002 -0.019
H -0.988517 -2.578089 6.997419 -0.024 -0.009 -0.009
H -1.078271 -0.167587 6.445821 0.007 0.000 -0.009
H -0.713991 0.594543 4.148913 -0.028 -0.005 0.032
N -0.369429 9.897105 -0.921908 -0.011 0.001 -0.011
C -0.576563 8.782932 -1.122853 0.104 0.490 0.061
C -0.831277 7.408407 -1.368949 -0.100 -0.936 -0.131
C -0.180731 6.413446 -0.626347 -0.100 0.418 -0.085
C -0.444083 5.083815 -0.854588 0.023 -0.270 0.021
C -1.358568 4.686060 -1.834363 0.098 0.265 0.134
C -1.993102 5.676912 -2.586660 -0.088 -0.222 -0.111
C -1.734506 7.010153 -2.358019 0.124 0.378 0.155
N -1.629348 3.336791 -2.056589 0.118 0.123 0.171
C -2.500223 2.809871 -2.998188 -0.068 -0.146 -0.130
C -2.429304 1.463430 -2.865911 -0.112 0.105 -0.445
N -1.538990 1.134070 -1.870226 0.283 0.114 0.384
C -1.083173 2.260843 -1.401646 -0.152 -0.204 -0.177
H 0.531772 6.703962 0.134652 -0.008 -0.060 0.017
H 0.065315 4.341021 -0.264273 0.062 -0.090 0.086
H -2.696211 5.400409 -3.359390 0.021 0.052 0.038
H -2.231815 7.771034 -2.945286 -0.045 -0.049 -0.027
H -3.086783 3.419940 -3.660467 0.035 -0.047 0.031
H -2.956891 0.691562 -3.402881 0.047 0.107 0.089
H -0.378369 2.342291 -0.598098 0.170 0.066 0.156
C 0.413294 -4.567845 -2.723176 -0.174 0.230 0.118
Si -0.702313 -3.636760 -1.422766 0.094 -0.224 -0.141
C -0.046653 -4.497862 0.185593 -0.179 0.228 -0.107
C -2.377930 -4.543089 -1.728553 0.195 0.112 0.038
C -3.088516 -5.250890 -0.756405 0.040 -0.059 0.024
C -4.324526 -5.827065 -1.025119 -0.053 -0.014 0.005
C -4.897764 -5.695453 -2.283053 -0.048 0.018 0.033
C -4.220704 -4.978318 -3.262864 -0.015 0.007 -0.038
C -2.982717 -4.418492 -2.984252 -0.032 -0.030 0.012
H 0.374922 -5.651758 -2.566703 0.000 0.002 0.034
H 1.456451 -4.246288 -2.637193 0.000 0.033 -0.003
H 0.088948 -4.366258 -3.748116 0.015 0.027 0.002
H 0.011466 -5.588625 0.101065 0.005 -0.006 -0.063
H -0.692615 -4.255319 1.034452 0.008 -0.009 -0.023
H 0.955804 -4.118956 0.420116 -0.003 0.022 0.015
H -2.667920 -5.355318 0.238886 -0.009 -0.001 -0.013
H -4.849309 -6.375989 -0.249113 0.012 0.020 0.008
H -5.869599 -6.129653 -2.492289 0.009 0.004 -0.002
H -4.673015 -4.835724 -4.238050 0.009 -0.014 -0.019
H -2.475229 -3.844325 -3.752582 -0.045 0.052 -0.018
Cl -6.220146 -1.540525 -3.321976 -0.130 -0.024 -0.228
C -5.490266 -1.733239 -1.721274 0.487 -0.146 0.099
Cl -6.363650 -0.717751 -0.544979 -0.144 0.065 0.113
C -3.946232 -1.399374 -1.673068 -0.291 -0.021 0.311
O -3.482518 -1.552779 -0.522850 -0.113 0.218 -0.413
O -3.411383 -1.048973 -2.730907 -0.179 -0.426 0.169
H -5.629621 -2.768477 -1.423153 -0.046 0.021 0.014
```
Forces are in eV/Å.


[2]
This record from OMol25 describes C50H43N5O6P2Pd as an isolated structure at a distorted geometry. The level of theory is ωB97M-V/def2-TZVPD.

Computed properties:
Lowest unoccupied orbital energy, eV: -1.38
HOMO level, eV: -5.817
Energy, Ha: -3466.86187
F_max, eV/A: 7.19

XYZ file:
```
107
Properties=species:S:1:pos:R:3:forces:R:3
C -3.906338 -2.184748 3.051888 -0.050 0.117 0.254
C -4.488814 -2.216964 1.799908 0.047 -0.013 0.350
C -3.712075 -2.450468 0.690131 1.026 -0.480 -0.699
C -2.322548 -2.644908 0.810758 -0.950 0.010 1.535
O -1.477758 -2.840992 -0.287528 -1.805 -1.558 -0.995
P -1.677678 -1.690073 -1.427604 2.761 5.365 3.148
O -0.748053 -1.947752 -2.749878 -0.693 -2.954 1.071
C -0.514256 -3.326143 -2.914759 0.545 -2.406 -1.030
C -1.052824 -4.009285 -4.021250 0.014 1.355 0.769
C -0.895332 -5.368364 -4.152009 0.091 -0.344 0.072
C -0.184859 -6.082914 -3.204930 -0.063 -0.162 -0.005
C 0.388036 -5.431738 -2.128624 -0.051 -0.276 -0.145
C 0.231955 -4.074883 -1.982793 -0.311 1.457 -0.403
O -3.237258 -1.305877 -1.721295 0.312 -1.359 -1.648
C -3.511393 -1.064884 -3.063193 -1.154 0.288 -2.164
C -4.798663 -1.332173 -3.558407 0.781 -0.124 1.016
C -5.091568 -1.164545 -4.894683 0.063 0.126 -0.186
C -4.130313 -0.698367 -5.772292 -0.165 -0.068 -0.250
C -2.873148 -0.380349 -5.301913 -0.170 0.055 -0.261
C -2.568671 -0.559460 -3.974724 -0.139 0.133 1.183
Pd -0.013485 -0.273885 -0.374255 -1.189 -0.404 -0.003
P 0.592993 -0.262208 1.942942 -2.930 -0.211 -6.563
O -0.634063 -0.051809 2.993619 2.163 -0.731 1.151
C -0.242636 -0.322122 4.304469 -0.005 0.062 2.684
C -0.840585 0.377850 5.364283 0.000 -0.069 -1.104
C -0.457488 0.152829 6.669177 0.115 -0.129 -0.062
C 0.516096 -0.784590 6.960447 0.072 -0.141 0.384
C 1.094355 -1.513711 5.944202 -0.040 0.140 0.335
C 0.728583 -1.280092 4.640063 -0.728 0.330 -0.846
O 1.427368 -1.679719 1.999560 1.524 1.119 0.882
C 2.808044 -1.466298 2.159378 2.443 -0.566 0.606
C 3.506668 -2.174226 3.155964 -1.323 0.255 -0.551
C 4.841496 -1.944332 3.385525 0.357 0.092 -0.073
C 5.533973 -1.036211 2.606365 0.218 0.034 0.135
C 4.890760 -0.366599 1.584461 0.276 -0.059 0.080
C 3.552813 -0.580491 1.360160 -1.300 -0.698 -0.086
O 1.553538 1.065214 1.889886 -0.978 0.096 3.072
C 1.270018 1.950922 2.951201 0.476 1.686 1.567
C 2.209157 2.109887 3.984587 -0.393 -0.763 -1.229
C 1.960344 2.950295 5.041948 -0.140 0.163 0.288
C 0.786564 3.675946 5.099766 -0.035 0.135 0.096
C -0.148359 3.551687 4.090917 0.054 0.145 0.204
C 0.081766 2.702829 3.034964 0.869 -0.897 -0.979
C -0.800075 1.771823 -0.612416 1.990 -1.112 -0.208
C -2.168032 2.086105 -0.888897 -1.365 0.078 -0.337
C -3.060113 2.255237 0.187972 0.873 -0.201 -0.613
C -4.364823 2.600833 -0.040532 -0.442 0.048 0.071
C -4.824452 2.773700 -1.334663 -0.089 -0.013 0.031
C -3.979929 2.562337 -2.409794 -0.365 -0.023 -0.221
C -2.666486 2.226623 -2.201501 0.652 -0.053 0.710
C 0.199684 1.433991 -1.587976 -0.419 1.509 -0.475
C 1.495627 1.149538 -1.188197 0.165 0.734 1.082
C -1.762687 -2.637668 2.099134 0.318 -0.054 -1.474
C -2.547113 -2.399240 3.200207 -0.407 -0.084 0.116
H -4.508514 -1.974326 3.917933 -0.152 -0.003 0.209
H -5.551220 -2.062137 1.693145 -0.095 0.010 -0.067
H -4.151231 -2.483746 -0.290772 -0.201 -0.113 0.150
H -1.624836 -3.444074 -4.735497 -0.146 0.134 -0.247
H -1.347984 -5.884020 -4.983095 -0.041 -0.016 -0.158
H -0.104147 -7.153185 -3.289276 0.092 -0.184 -0.070
H 0.937567 -5.993486 -1.389376 0.084 0.007 0.083
H 0.642343 -3.561783 -1.130599 0.237 0.032 0.142
H -5.542949 -1.698234 -2.873923 -0.221 -0.114 0.163
H -6.072842 -1.404927 -5.264205 -0.237 -0.055 0.011
H -4.359007 -0.596310 -6.821658 -0.050 0.065 -0.098
H -2.127233 0.007773 -5.978003 0.142 0.027 -0.007
H -1.583082 -0.332403 -3.617751 0.037 0.404 -0.252
H -1.593647 1.108489 5.133740 -0.218 0.220 -0.056
H -0.915914 0.707996 7.467156 -0.157 0.174 0.138
H 0.808326 -0.969472 7.982279 0.006 0.036 0.136
H 1.824822 -2.276270 6.170149 0.104 -0.031 -0.048
H 1.162977 -1.852822 3.852284 -0.022 -0.298 0.366
H 2.971062 -2.895405 3.746963 -0.101 -0.218 0.188
H 5.349252 -2.474064 4.174670 0.047 -0.132 0.097
H 6.579206 -0.854021 2.790055 0.190 0.010 0.038
H 5.436821 0.321751 0.958018 -0.032 0.077 -0.100
H 3.047218 -0.067631 0.565217 0.108 0.104 -0.305
H 3.115622 1.536021 3.931295 0.332 -0.172 0.011
H 2.673439 3.024790 5.844166 0.224 0.053 0.091
H 0.602384 4.347587 5.920869 -0.026 0.083 0.180
H -1.065229 4.118474 4.130665 -0.115 0.059 -0.047
H -0.655237 2.601802 2.261560 -0.243 0.027 -0.196
H -0.455231 1.945787 0.411195 -0.059 0.458 -0.541
H -2.698692 2.080082 1.186132 0.064 0.019 0.305
H -5.038510 2.715966 0.790793 -0.152 0.096 0.160
H -5.844358 3.072222 -1.504727 -0.231 -0.009 -0.038
H -4.366421 2.629717 -3.416813 0.035 0.130 -0.076
H -2.011267 2.094991 -3.046036 0.096 -0.010 -0.090
H -0.067857 1.405683 -2.646002 0.155 0.008 0.307
H 1.831341 1.412904 -0.181100 -0.108 0.476 -0.770
H 2.272774 0.991816 -1.924798 0.038 -0.565 -0.172
H -0.696858 -2.761456 2.186442 0.151 -0.204 0.058
H -2.099097 -2.358896 4.180183 0.078 -0.042 0.121
N 5.524395 4.498639 -5.829211 0.795 0.675 -1.238
C 4.887626 3.557985 -5.100565 -0.507 -0.052 1.056
N 4.750748 2.294932 -5.544479 0.581 1.421 -0.360
C 4.118713 1.457623 -4.741317 -0.508 -1.022 0.431
N 3.584640 1.639479 -3.546829 -0.240 -0.818 -0.083
C 3.706985 2.892773 -3.095400 0.450 1.219 -0.235
C 4.352214 3.896925 -3.840315 -0.048 -0.573 -0.238
N 4.312306 5.047512 -3.134319 0.508 1.710 -0.073
C 3.665243 4.726814 -2.016211 0.445 -0.118 -0.960
N 3.283238 3.453309 -1.942412 -0.960 -1.454 1.136
H 5.649192 5.450953 -5.518608 -0.356 -0.428 0.456
H 5.933450 4.309845 -6.733602 -0.282 -0.415 0.318
H 4.026577 0.455555 -5.139786 -0.027 -0.224 -0.032
H 3.462919 5.442913 -1.227992 0.033 -0.045 -0.079
```
Forces are in eV/Å.


> Which of these has the lowest HOMO level?

C50H43N5O6P2Pd